Entry from OMol25: 6 unconnected molecules or ions with the total composition C12H36O6 in a non-equilibrium geometry (wB97M-V/def2-TZVPD).

The geometry in ORCA input format:
```
! wB97M-V def2-TZVPD RIJCOSX def2/J DEFGRID3
* xyz 0 1
C 29.8563 -7.5857 -1.7033
C 29.1282 -8.0819 -0.4544
O 27.8193 -8.5480 -0.7518
H 29.2241 -6.8771 -2.2414
H 30.0501 -8.4338 -2.3636
H 30.8232 -7.1304 -1.4904
H 29.0991 -7.2759 0.2845
H 29.6340 -8.9641 -0.0656
H 27.2638 -7.8134 -1.0297
C 29.9378 -4.4611 8.3743
C 29.6976 -5.9128 8.7084
O 30.8578 -6.6730 8.3112
H 29.9545 -4.2990 7.2927
H 30.8495 -4.0492 8.7985
H 29.1127 -3.8306 8.7176
H 28.8124 -6.3760 8.2640
H 29.5640 -5.9948 9.7930
H 30.8076 -7.5371 8.7326
C 31.7438 -9.8005 3.2372
C 32.9131 -8.8052 3.3202
O 32.4181 -7.4750 3.3229
H 31.2007 -9.6467 2.3122
H 31.1351 -9.7114 4.1429
H 32.1097 -10.8265 3.3671
H 33.5601 -8.9434 2.4568
H 33.4925 -9.0081 4.2251
H 31.9484 -7.3741 4.1664
C 26.4941 -8.5210 6.9871
C 25.9649 -7.1025 6.6590
O 24.8160 -6.9390 7.4840
H 25.7266 -9.2511 7.2174
H 27.1890 -8.3966 7.8198
H 27.0644 -8.9241 6.1449
H 25.8504 -7.0350 5.5722
H 26.7584 -6.3822 6.8776
H 24.1454 -6.4583 6.9858
C 26.5118 -2.9640 3.5936
C 26.2371 -3.3250 5.0528
O 26.1835 -2.1449 5.8540
H 25.9010 -2.1296 3.2433
H 26.2699 -3.7818 2.9088
H 27.5465 -2.6610 3.4150
H 27.0028 -3.9515 5.5090
H 25.2759 -3.8345 5.0146
H 27.0825 -1.9083 6.0910
C 29.2739 -6.1516 3.5760
C 29.2754 -6.3410 5.0869
O 30.6138 -6.5678 5.4751
H 30.1002 -5.4729 3.3600
H 28.3573 -5.7524 3.1373
H 29.4708 -7.0812 3.0402
H 28.6378 -7.1907 5.3776
H 28.8767 -5.4468 5.5883
H 30.7109 -6.5600 6.4508
*
```

Output
LUMO level in eV: 0.44
E in eV: -25310.8751
HOMO-LUMO gap in eV: 10.13